(1)
Below is a molecular structure, C6H14O, with properties calculated with ωB97M-V with the def2-TZVPD basis set.

Values from the calculation:
LUMO level (alpha / beta): 0.0289 / 0.0279 Ha
M: 102.2 g mol⁻¹
gap between HOMO and LUMO (alpha / beta): 8.14 / 8.02 eV
DFT total energy: -312.093432 Ha
HOMO energy (alpha / beta): -7.35 / -7.26 eV

```
21
Properties=species:S:1:pos:R:3:forces:R:3
O 0.858 0.623 1.305 -0.0356 0.0159 -0.1693
C 0.754 -1.593 -0.992 0.0435 -0.0724 0.0058
C 0.962 0.961 2.574 0.1394 -0.0979 0.2132
C 0.497 0.864 -1.444 0.0391 0.0579 -0.0107
C -1.535 -0.578 -1.142 -0.0719 -0.0166 -0.0237
C -0.088 -0.337 -0.693 -0.0072 0.0283 -0.0140
C -0.105 -0.075 0.789 -0.0222 -0.1289 0.0430
H -0.668 -0.721 1.465 0.0423 0.0997 -0.1012
H 0.475 0.678 -2.524 -0.0049 0.0084 0.1585
H 1.791 -1.453 -0.668 -0.1460 -0.0085 -0.0425
H -0.872 1.739 2.261 -0.0733 -0.0178 -0.0755
H -1.992 -1.405 -0.585 0.0806 0.1157 -0.0691
H 1.851 1.537 2.792 -0.1284 -0.0604 -0.0309
H 0.351 -2.471 -0.472 0.0490 0.1350 -0.0669
H -1.565 -0.836 -2.207 0.0215 0.0396 0.1532
H 0.757 -1.810 -2.067 -0.0151 0.0497 0.1495
H -0.080 1.771 -1.237 0.0703 -0.1266 -0.0264
H -1.301 1.445 1.672 0.0465 0.0152 0.0646
H 0.521 0.295 3.311 0.0261 0.1187 -0.0903
H -2.147 0.317 -0.985 0.0937 -0.1254 -0.0199
H 1.536 1.048 -1.151 -0.1474 -0.0296 -0.0473
```
Positions in Å, forces in eV/Å.

These are the natural (NBO) partial charges, in e, on atoms 1 to 2:
1 O -0.355
2 C -0.597

***

(2)
Below is 2 unconnected molecules or ions with the total composition C3H5O4P, with properties calculated with ωB97M-V with the def2-TZVPD basis set.

Values from the calculation:
LUMO level: 0.0174 Ha
M: 136.0 g mol⁻¹
gap between HOMO and LUMO: 8.57 eV
DFT total energy: -759.556425 Ha
HOMO energy: -8.09 eV

```
13
Properties=species:S:1:pos:R:3:forces:R:3
P 0.943 -1.095 0.671 -0.6150 0.6481 -0.4828
O 0.023 -2.293 0.046 -0.6298 -1.2751 -0.7752
O -1.633 -0.006 -1.265 0.8559 0.9373 -1.4830
O 0.255 1.505 0.886 1.7423 0.7149 1.8399
O 4.091 0.720 -0.944 -0.2727 0.0671 0.4992
C -1.575 0.394 0.076 1.0334 -6.7488 0.9446
C -0.118 0.238 0.588 -0.5920 0.8364 -1.0563
C 3.540 0.914 0.022 0.2680 0.0058 -0.4944
H -2.509 -0.126 -1.632 -0.3538 0.1642 0.4750
H -2.076 -0.515 0.582 0.2333 1.5655 0.1245
H 1.076 1.572 1.458 -1.1534 -0.3658 -1.1164
H -0.013 -2.568 -0.906 0.3587 1.0264 1.3636
H -2.003 1.261 0.419 -0.8751 2.4241 0.1613
```
Positions in Å, forces in eV/Å.

These are the natural (NBO) partial charges, in e, on atoms 1 to 2:
1 P 0.786
2 O -1.025